[1]
61
Properties=species:S:1:pos:R:3:lowdin_charge:R:1 method="wB97M-V/def2-TZVPD" total_charge=-2 energy_ev=-86233.626 lumo_energy_ha=0.149 homo_ev=0.26 de_lowest_kj_mol=90.0
H -5.440 -0.702 2.669 0.11
H 2.326 3.329 0.158 0.06
N -1.419 2.564 -1.270 -0.08
C 0.674 -1.172 -1.565 -0.21
H -3.579 -1.771 4.014 0.11
Pd -2.143 -0.264 -0.444 0.26
H -1.259 0.864 -3.293 0.09
C -2.290 3.184 -0.486 -1.18
H -1.955 -2.989 0.349 0.10
C -4.466 -0.935 2.232 -0.23
H 1.711 -1.854 -4.741 0.09
C 1.385 -1.765 -2.649 -0.02
C 4.879 0.455 0.214 -0.16
H 4.663 3.807 -0.213 0.08
N -2.776 -2.728 0.880 -0.03
C 2.518 1.167 0.414 -0.26
H -0.069 -0.099 -5.221 0.08
C 1.333 -2.162 2.500 -0.33
H 2.158 -2.484 -2.433 0.10
H -5.123 -0.637 0.280 0.08
C 1.619 -3.147 1.505 -0.02
H -4.439 -2.941 2.992 0.11
H 0.494 1.761 0.624 0.07
H -0.333 3.622 -2.708 0.11
C 3.555 0.156 0.423 -0.04
S -3.576 -1.889 -1.545 0.54
C -0.485 0.117 -3.134 -0.19
H 0.698 -0.258 3.088 0.11
N -0.260 -0.215 -1.860 0.03
C 0.561 -0.446 0.865 -0.29
C 1.387 -2.736 0.218 -0.27
Cl 7.011 2.123 -0.287 0.49
H 0.451 4.150 0.185 0.05
H 1.979 -4.134 1.744 0.09
H -1.802 -1.536 2.337 0.10
C 1.182 0.918 0.614 -0.11
H -1.470 1.534 -1.284 0.04
N -4.683 -1.347 0.849 -0.05
H 3.292 -0.875 0.617 0.09
H -3.844 -0.030 2.285 0.10
S -3.632 2.509 0.227 0.52
H 0.631 2.588 -1.609 0.11
F 1.641 -3.693 -0.737 0.01
C 0.847 -0.946 2.266 -0.03
C -2.484 -2.394 2.272 -0.21
C 3.027 2.500 0.169 -0.09
H -0.546 -0.247 0.820 0.07
H 0.412 5.301 -1.170 0.07
C -0.086 4.449 -0.713 -0.45
C -0.217 3.273 -1.676 -0.23
H 5.606 -0.351 0.238 0.09
S -1.794 4.866 -0.244 0.86
F 1.597 -2.550 3.797 -0.01
H -1.964 -3.241 2.722 0.12
C -3.783 -2.066 2.982 -0.19
C 5.304 1.762 -0.022 -0.73
C 0.166 -0.426 -4.218 -0.11
C -3.578 -1.853 0.151 -0.97
C 0.895 -1.497 -0.198 -0.13
C 1.136 -1.398 -3.941 -0.11
C 4.356 2.780 -0.038 -0.18

[2]
61
Properties=species:S:1:pos:R:3:lowdin_charge:R:1 method="wB97M-V/def2-TZVPD" total_charge=+3 energy_ev=-50706.196 lumo_energy_ha=-0.492 homo_ev=-16.77 de_lowest_kj_mol=195.1
Pd 0.282 -0.543 -0.543 1.06
C -1.483 0.300 1.852 -0.20
H 4.459 -5.368 1.829 0.19
N 0.358 -2.394 0.562 0.11
C 1.349 -3.132 0.938 -0.06
H 2.859 -0.901 -5.888 0.14
H -2.091 0.328 -1.463 0.11
C 2.269 -2.058 -4.178 0.02
C 2.345 -5.090 2.105 -0.17
H -0.035 5.478 3.391 0.11
H -2.276 1.550 -0.202 0.11
H -4.436 0.902 -1.081 0.11
N -1.567 -0.296 0.477 -0.24
C 2.719 -2.817 0.476 -0.10
C -2.010 -1.708 0.454 -0.17
C -0.303 4.837 0.999 -0.08
H -1.147 3.340 -1.929 0.13
F 4.974 -3.316 0.332 0.20
N 0.485 1.345 -1.201 -0.02
C -0.592 6.169 1.670 -0.47
C -1.004 -2.629 1.095 -0.13
H -1.039 1.284 1.717 0.10
C -3.946 0.193 -0.414 -0.04
C 1.726 -2.001 -2.899 -0.09
H -0.756 -0.293 2.411 0.11
C -0.911 4.642 -0.240 0.04
O -0.308 6.300 2.970 0.16
H -2.959 -1.829 0.980 0.14
H -1.296 -3.671 0.959 0.16
H -3.441 1.178 2.230 0.09
H 1.585 -2.906 -2.322 0.12
H 2.133 1.253 -4.842 0.15
O -1.050 7.066 1.034 0.17
C 0.797 2.702 0.792 -0.03
H -4.393 0.310 0.568 0.08
H -3.326 -0.522 2.718 0.09
H -2.525 0.725 3.652 0.10
C 1.487 0.286 -3.047 -0.23
H -2.182 -1.988 -0.587 0.14
C 0.556 3.868 1.506 0.01
F 2.903 -1.730 -0.209 0.17
C 3.780 -3.618 0.772 -0.17
C -0.676 3.488 -0.964 -0.01
F 0.111 -4.636 2.357 0.22
H 2.558 -3.014 -4.592 0.14
H -4.177 -0.801 -0.792 0.09
C -2.454 0.506 -0.448 -0.21
C 0.179 2.526 -0.438 -0.29
N 1.347 -0.858 -2.335 -0.02
C 2.432 -0.888 -4.894 0.03
H 1.232 2.467 -2.751 0.17
F 2.229 -6.137 2.873 0.21
C 2.030 0.314 -4.314 0.06
H -1.550 5.425 -0.627 0.14
H -0.949 -2.451 2.174 0.15
C 1.042 1.476 -2.345 0.01
C 1.253 -4.317 1.833 -0.06
C 3.599 -4.749 1.580 0.27
H 1.498 1.964 1.165 0.12
C -2.779 0.418 2.637 -0.04
H 1.086 4.020 2.438 0.13

[3]
56
Properties=species:S:1:pos:R:3:lowdin_charge:R:1 method="wB97M-V/def2-TZVPD" energy_ev=-36939.094 lumo_energy_ha=-0.013 smiles="CN1CCc2cc(C(Oc3ccc([N+](=O)[O-])cc3)c3ccc4c(c3)CCN4C)ccc21" homo_ev=-7.21 de_lowest_kj_mol=557.9
O -3.700 -1.153 -0.134 0.03
H -0.687 -3.146 -1.807 0.12
C 3.109 -4.834 3.890 0.03
C 4.013 -7.404 4.687 -0.01
C 5.070 -3.934 5.392 -0.10
C 1.642 -9.246 0.552 -0.02
C -0.168 -7.112 0.885 0.04
C 2.857 -7.257 3.863 -0.03
N 5.831 -6.100 5.842 -0.14
H 7.685 -7.019 6.156 0.08
H 4.434 -8.371 5.002 0.09
H 2.336 -8.229 3.683 0.12
C -1.847 -2.545 -0.111 -0.14
H -0.456 -12.392 -0.858 0.09
H 1.116 -11.825 -0.219 0.07
H -1.265 -3.327 3.142 0.12
C 6.635 -7.199 6.341 -0.03
C -2.040 -2.601 1.300 0.01
H 3.052 -8.022 1.532 0.11
H -0.948 -6.404 1.070 0.12
H 6.526 -7.330 7.418 0.09
C -0.510 -8.212 0.130 -0.16
H 2.732 -3.886 3.570 0.11
C 0.385 -9.305 0.015 -0.20
H -1.653 -10.020 -2.267 0.12
H 0.753 -11.691 -1.956 0.09
C 1.709 -5.701 1.961 -0.20
H -2.360 -10.691 -0.733 0.12
H 7.158 -4.492 5.765 0.11
C 6.165 -4.713 6.123 -0.13
H -1.955 -7.848 -1.494 0.12
C -0.115 -4.112 1.450 -0.24
C -1.783 -8.507 -0.599 -0.09
N -0.235 -10.328 -0.676 -0.15
O -2.705 -1.572 -2.065 0.05
C 0.329 -11.632 -0.943 -0.06
H 2.302 -5.057 1.309 0.15
H 2.312 -10.095 0.454 0.10
H 6.349 -8.144 5.849 0.08
C 2.035 -8.083 1.177 -0.06
C 4.705 -6.243 5.113 -0.21
C 2.511 -5.991 3.237 -0.12
C -1.605 -9.984 -1.152 -0.12
C -0.782 -3.222 -0.730 0.01
C 1.161 -6.994 1.338 -0.14
H -2.692 -8.482 0.037 0.12
H 4.510 -3.333 6.128 0.12
O 0.470 -5.027 2.281 -0.05
H 5.519 -3.281 4.642 0.12
C 4.187 -4.965 4.767 -0.16
H 0.910 -4.508 -0.424 0.12
H 6.162 -4.550 7.189 0.11
H -2.863 -2.088 1.719 0.10
C -1.133 -3.322 2.062 0.02
C 0.092 -3.977 0.051 0.00
N -2.808 -1.703 -0.831 -0.32